(1)
Computed, not measured: a 2-piece molecular cluster, C3H9N4O3S overall at a distorted geometry, with ωB97M-V/def2-TZVPD.

* energy above the lowest of the compared OMol25 structures with the same formula, charge and spin: 0.0000 eV
* total energy: -962.3966 Eh
* charge: +1
* highest occupied orbital energy: -14.06 eV

Bonds (Å) are listed after each position.
CARTESIAN COORDINATES (ANGSTROEM)
1 C -0.492 1.073 -0.995  N4 1.335, N5 1.352, O8 1.280
2 C 1.937 -1.928 2.216  N6 1.281, N7 1.157
3 C -2.405 1.795 0.240  N5 1.440, H12 1.072, H13 1.084, H14 1.122
4 N -1.100 1.021 -2.182  C1 1.335, H15 1.008, H16 1.024
5 N -1.179 1.042 0.169  C1 1.352, C3 1.440, H17 0.985
6 N 2.233 -2.465 3.340  C2 1.281, H18 0.952, H19 1.010
7 N 1.517 -1.554 1.205  C2 1.157
8 O 0.782 1.009 -0.887  C1 1.280, S11 1.999
9 O 1.489 -0.105 -3.317  S11 1.428
10 O 1.101 -1.487 -1.390  S11 1.559, H20 1.100
11 S 1.890 -0.267 -1.955  O8 1.999, O9 1.428, O10 1.559
12 H -2.834 1.908 -0.735  C3 1.072
13 H -3.152 1.256 0.812  C3 1.084
14 H -2.287 2.801 0.724  C3 1.122
15 H -2.105 1.045 -2.250  N4 1.008
16 H -0.579 0.827 -3.043  N4 1.024
17 H -0.614 1.089 0.974  N5 0.985
18 H 2.867 -2.068 3.929  N6 0.952
19 H 1.950 -3.428 3.445  N6 1.010
20 H 0.981 -1.562 -0.299  O10 1.100


(2)
Computed, not measured: a 4-piece molecular cluster, C29H32Cl2FN3O5 overall at a distorted geometry, with ωB97M-V/def2-TZVPD.

* SMILES string: CC(=O)OC(=O)C[C@]1(/C(Cl)=C(\C)Cl)OC(=O)C[C@H]1C[C@@H](C)F.c1ccncc1.c1ccncc1.c1ccncc1
* total energy: -2684.5798 Eh
* highest occupied orbital energy: -9.55 eV

Bonds (Å) are listed after each position.
CARTESIAN COORDINATES (ANGSTROEM)
1 C -0.016 -6.366 3.075  C2 1.640, H23 1.182, H24 1.170, H25 1.193
2 C 1.453 -5.874 2.537  C1 1.640, O3 1.358, O4 1.471
3 O 2.306 -6.836 2.101  C2 1.358
4 O 1.962 -4.494 2.506  C2 1.471, C5 1.475
5 C 0.945 -3.531 2.968  O4 1.475, O6 1.339, C7 1.667
6 O 0.852 -3.328 4.289  C5 1.339
7 C -0.044 -2.814 1.833  C5 1.667, C8 1.639, H26 1.184, H27 1.170
8 C 0.031 -1.177 1.880  C7 1.639, C9 1.639, O14 1.501, C18 1.673
9 C 0.779 -0.345 0.681  C8 1.639, Cl10 1.891, C11 1.488
10 Cl -0.089 1.188 -0.005  C9 1.891
11 C 2.108 -0.647 0.083  C9 1.488, C12 1.639, Cl13 1.883
12 C 2.999 -1.917 0.613  C11 1.639, H28 1.187, H29 1.184, H30 1.193
13 Cl 2.804 0.449 -1.281  C11 1.883
14 O 0.640 -0.540 3.095  C8 1.501, C15 1.483
15 C -0.242 0.303 3.938  O14 1.483, O16 1.350, C17 1.658
16 O -0.054 0.721 5.208  C15 1.350
17 C -1.603 0.621 3.046  C15 1.658, C18 1.670, H31 1.170, H32 1.184
18 C -1.573 -0.794 2.159  C8 1.673, C17 1.670, C19 1.639, H33 1.194
19 C -2.626 -0.962 0.913  C18 1.639, C20 1.639, H34 1.192, H35 1.191
20 C -3.674 -2.215 1.052  C19 1.639, C21 1.666, F22 1.510, H36 1.170
21 C -5.000 -1.628 1.872  C20 1.666, H37 1.185, H38 1.173, H39 1.192
22 F -4.078 -2.591 -0.354  C20 1.510
23 H 0.067 -6.685 4.210  C1 1.182
24 H -0.898 -5.625 2.868  C1 1.170
25 H -0.276 -7.359 2.468  C1 1.193
26 H 0.317 -3.208 0.777  C7 1.184
27 H -1.107 -3.271 2.010  C7 1.170
28 H 4.010 -1.925 -0.010  C12 1.187
29 H 3.181 -1.930 1.782  C12 1.184
30 H 2.419 -2.900 0.263  C12 1.193
31 H -1.682 1.636 2.469  C17 1.170
32 H -2.635 0.528 3.620  C17 1.184
33 H -2.034 -1.544 2.965  C18 1.194
34 H -3.206 0.053 0.681  C19 1.192
35 H -1.975 -1.167 -0.063  C19 1.191
36 H -3.231 -3.189 1.525  C20 1.170
37 H -4.563 -0.811 2.613  C21 1.185
38 H -5.477 -2.551 2.416  C21 1.173
39 H -5.744 -1.145 1.076  C21 1.192
40 N -2.860 2.453 -2.237  C41 1.351, C45 1.351
41 C -3.711 2.999 -3.133  N40 1.351, C42 1.386, H46 1.086
42 C -3.566 4.275 -3.654  C41 1.386, C43 1.391, H47 1.084
43 C -2.486 5.041 -3.230  C42 1.391, C44 1.391, H48 1.086
44 C -1.593 4.506 -2.307  C43 1.391, C45 1.386, H49 1.084
45 C -1.819 3.219 -1.846  N40 1.351, C44 1.386, H50 1.086
46 H -4.540 2.364 -3.430  C41 1.086
47 H -4.279 4.662 -4.373  C42 1.084
48 H -2.340 6.046 -3.615  C43 1.086
49 H -0.741 5.077 -1.956  C44 1.084
50 H -1.148 2.756 -1.127  C45 1.086
51 N 0.638 0.601 -6.228  C52 1.351, C56 1.351
52 C -0.054 1.007 -7.315  N51 1.351, C53 1.386, H57 1.086
53 C -1.327 1.552 -7.259  C52 1.386, C54 1.391, H58 1.084
54 C -1.931 1.687 -6.013  C53 1.391, C55 1.391, H59 1.086
55 C -1.245 1.276 -4.875  C54 1.391, C56 1.386, H60 1.084
56 C 0.026 0.746 -5.032  N51 1.351, C55 1.386, H61 1.086
57 H 0.458 0.879 -8.264  C52 1.086
58 H -1.835 1.864 -8.164  C53 1.084
59 H -2.929 2.109 -5.930  C54 1.086
60 H -1.688 1.367 -3.890  C55 1.084
61 H 0.604 0.414 -4.174  C56 1.086
62 N 5.521 1.274 1.121  C63 1.351, C67 1.351
63 C 6.654 2.011 1.131  N62 1.351, C64 1.386, H68 1.086
64 C 6.902 3.030 2.036  C63 1.386, C65 1.391, H69 1.084
65 C 5.928 3.316 2.988  C64 1.391, C66 1.391, H70 1.086
66 C 4.751 2.576 3.002  C65 1.391, C67 1.386, H71 1.084
67 C 4.596 1.574 2.058  N62 1.351, C66 1.386, H72 1.086
68 H 7.381 1.752 0.367  C63 1.086
69 H 7.831 3.588 2.000  C64 1.084
70 H 6.087 4.109 3.713  C65 1.086
71 H 3.973 2.775 3.730  C66 1.084
72 H 3.696 0.966 2.030  C67 1.086